12
Properties=species:S:1:pos:R:3:forces:R:3 method="wB97M-V/def2-TZVPD" charge=0 smiles=C[SiH](C)C#N gap_ev=12.108
H -1.06041 -0.49199 2.42819 0.4 0.6 -1.4
C 0.32891 0.82776 -1.35453 1.0 0.0 -2.3
N 2.70312 -1.27208 0.72405 0.6 -0.3 0.2
H 0.98723 0.44642 -2.26813 -1.0 0.3 2.1
H -0.82653 1.01358 1.50759 0.4 2.4 0.4
H -0.53884 1.14488 -1.95122 -0.4 -0.3 0.5
C 1.58728 -1.17064 0.48430 -0.5 0.6 0.0
Si -0.08762 -0.61056 -0.12441 0.0 1.3 0.2
H 0.79702 1.81547 -1.12242 -0.2 -1.0 0.7
C -1.18449 0.05235 1.43430 -1.5 -4.1 -0.6
H -0.37682 -1.73889 -1.04863 -0.6 0.1 0.5
H -2.32886 -0.01629 1.29090 1.9 0.5 -0.3